No. 1
C3H8N4 | ωB97M-V with the def2-TZVPD basis set

Computed properties:
E in eV: -9199.0805
Charge: 0
LUMO in eV: 0.905
Molar mass in g/mol: 100.1
Relative energy (zero: lowest compared OMol25 entry of this formula, charge and spin) in kcal/mol: 58.9
SMILES: [H]/N=C(\NN)[C@H]1CN1

Atoms and positions in Å:
N -1.18275 0.88221 0.92135
N 1.52733 0.00750 -0.41002
N -1.79006 -0.28518 -1.06052
N -0.12642 1.46613 1.63911
C -0.97776 -0.01501 -0.11680
C 0.32229 -0.76487 -0.06385
C 1.03728 -1.04075 -1.31763
H 2.33058 -0.34000 0.11600
H 1.60990 -1.96898 -1.39617
H 0.65248 1.60809 1.00204
H -1.96001 1.52452 0.80741
H -2.62688 0.29395 -0.97394
H 0.60202 -0.69611 -2.24842
H 0.39506 -1.49212 0.74870
H 0.18694 0.82062 2.35276



No. 2
C3H8N4O | ωB97M-V with the def2-TZVPD basis set

Computed properties:
E in eV: -11243.5441
Charge: 0
LUMO in eV: 0.480
Molar mass in g/mol: 116.1
Relative energy (zero: lowest compared OMol25 entry of this formula, charge and spin) in kcal/mol: 140.2
SMILES: [H]/N=C(/C)N(N)/C=N\O

Atoms and positions in Å:
O -2.65558 -0.37691 -0.46636
N -2.34055 0.83680 0.22636
N -0.44421 -1.27353 0.23818
N -0.07713 0.10527 0.08878
N 1.60646 1.63343 -0.37355
C 2.19280 -0.76728 -0.01108
C -1.13561 1.03823 0.45817
C 1.27527 0.46651 -0.01648
H -0.79607 -1.57503 -0.67878
H -0.87552 2.07011 0.93161
H -3.47606 0.21371 -1.10438
H -0.98178 -1.35818 1.08080
H 3.27548 -0.64115 -0.38810
H 2.20140 -1.22440 1.00235
H 0.79073 2.30865 -0.27094
H 1.44036 -1.45623 -0.71659



No. 3
C3H8N4O | ωB97M-V with the def2-TZVPD basis set

Computed properties:
E in eV: -11245.4780
Charge: 0
LUMO in eV: 0.811
Molar mass in g/mol: 116.1
Relative energy (zero: lowest compared OMol25 entry of this formula, charge and spin) in kcal/mol: 95.6
SMILES: [H]/N=C(\C=N/O)N(C)N

Atoms and positions in Å:
O -1.24467 -1.42318 -1.32618
N -0.28647 -2.21566 -0.67724
N -0.63003 -0.14697 1.95897
N 0.38243 0.84868 0.19533
N -0.14846 2.02490 0.74250
C 0.31531 -1.59474 0.22370
C -0.03209 -0.25817 0.85621
C 0.82372 0.94382 -1.15593
H -1.11418 1.89101 0.93647
H 1.32161 1.94420 -1.27109
H 1.54023 0.13530 -1.38720
H 0.20941 2.10635 1.75046
H 0.03259 0.91088 -1.88757
H 1.17705 -2.14711 0.64290
H -0.84622 -1.04109 2.45670
H -1.50022 -1.97820 -2.05802



No. 4
C3H8N4O | ωB97M-V with the def2-TZVPD basis set

Computed properties:
E in eV: -11245.0799
Charge: 0
LUMO (alpha / beta) in eV: 0.344 / 0.720
Molar mass in g/mol: 116.1
Relative energy (zero: lowest compared OMol25 entry of this formula, charge and spin) in kcal/mol: 104.8

Atoms and positions in Å:
O 2.72568 -0.04439 0.63471
N 1.77054 0.44014 1.08979
N -1.41485 1.31228 0.84525
N -1.26762 -1.35760 0.16441
N 0.83735 1.55996 0.03684
C -0.30794 0.84341 0.12621
C -0.24382 -0.49625 -0.23722
C 0.71294 -1.01494 -1.25845
H -1.40805 2.30086 1.04614
H -1.64802 -1.16729 1.08251
H 0.78906 2.49187 0.43826
H 1.21317 -0.19792 -1.77309
H -1.11811 -2.32924 -0.06056
H 1.49683 -1.62826 -0.79488
H 0.18843 -1.62744 -1.99778
H -2.32560 0.91482 0.65787



No. 5
C3H8N4O | ωB97M-V with the def2-TZVPD basis set

Computed properties:
E in eV: -11248.3787
Charge: 0
LUMO in eV: 0.682
Molar mass in g/mol: 116.1
Relative energy (zero: lowest compared OMol25 entry of this formula, charge and spin) in kcal/mol: 28.7
SMILES: [H]/N=C(/C)NC(=O)NN

Atoms and positions in Å:
O -0.82561 -1.73209 0.40561
N 0.01226 0.25573 -0.38335
N -1.85221 0.27988 0.92038
N -2.42120 -0.24302 2.10821
N 1.65993 -1.32005 -1.05752
C 2.11263 1.01859 -1.29665
C 1.25359 -0.14713 -0.91303
C -0.88822 -0.53324 0.27966
H 3.03817 0.64840 -1.72436
H -2.57264 -1.25082 2.02083
H -0.16271 1.25005 -0.32706
H 1.02072 -2.04924 -0.75488
H -1.74171 -0.10011 2.85319
H -2.57352 0.65864 0.31238
H 2.33899 1.61986 -0.41764
H 1.60150 1.64454 -2.02576



No. 6
C3H8N4O | ωB97M-V with the def2-TZVPD basis set

Computed properties:
E in eV: -11240.4252
Charge: 0
LUMO in eV: -1.085
Molar mass in g/mol: 116.1
Relative energy (zero: lowest compared OMol25 entry of this formula, charge and spin) in kcal/mol: 212.1

Atoms and positions in Å:
O 1.26133 1.39839 0.23329
N 3.52692 0.00998 -0.18836
N 1.25767 0.13340 -0.48907
N -2.58056 -0.64007 -0.23957
N -1.35806 1.60342 -0.24787
C -1.42700 0.23486 -0.20275
C 2.45705 -0.51340 -0.17243
C -0.02738 -0.62622 0.00691
H -0.10505 -1.56852 -0.32810
H 0.16879 1.72140 0.26693
H 2.96639 1.12809 -0.19269
H -2.38372 1.65091 -0.40378
H 2.34442 -1.80584 -0.02241
H 0.08171 -0.66361 1.19411
H -3.61546 -0.36714 -0.02912
H -2.56704 -1.69564 0.81491



No. 7
C3H8N4O | ωB97M-V with the def2-TZVPD basis set

Computed properties:
E in eV: -11244.8575
Charge: 0
LUMO in eV: 0.699
Molar mass in g/mol: 116.1
Relative energy (zero: lowest compared OMol25 entry of this formula, charge and spin) in kcal/mol: 109.9
SMILES: [H]/N=C/NC.N#CON

Atoms and positions in Å:
O 1.42765 -1.14934 -0.25623
N 0.84478 -2.39992 -0.72280
N -0.45929 0.94443 0.39430
N 0.96644 -0.99789 2.27623
N -1.71432 -0.74385 -0.59141
C 0.30383 2.17277 0.29461
C -0.98529 0.30461 -0.73172
C 1.11113 -0.86650 1.13166
H -0.78598 0.61321 1.29889
H 1.06763 2.06002 -0.48006
H -2.09837 -1.02436 -1.49893
H 0.89029 -3.02725 0.08253
H -0.33799 3.01332 0.02304
H -0.15265 -2.14896 -0.79180
H 0.80471 2.38179 1.24282
H -0.88257 0.86791 -1.67112



No. 8
C3H8N4O2 | ωB97M-V with the def2-TZVPD basis set

Computed properties:
E in eV: -13296.6193
Charge: 0
LUMO in eV: 0.707
Molar mass in g/mol: 132.1
Relative energy (zero: lowest compared OMol25 entry of this formula, charge and spin) in kcal/mol: 0.0
SMILES: NC(=O)N/C(N)=C(/N)O

Atoms and positions in Å:
O -0.46087 -1.29466 -1.65323
O -1.28879 -1.49809 0.83190
N 0.63789 -0.20789 0.85815
N 0.76270 1.88502 -0.20297
N -0.36827 0.81822 -2.57456
N -0.16357 -1.18330 2.77433
C -0.36620 -0.94085 1.43185
C 0.24754 0.56073 -0.27263
C -0.18074 0.01014 -1.44021
H 0.31268 2.41314 0.53866
H -0.87460 0.30044 -3.28285
H 0.63945 2.35716 -1.08980
H 0.48914 1.22047 -2.93595
H 0.75588 -1.10071 3.17378
H -0.72354 -1.92569 3.16058
H -0.69647 -1.69798 -0.78219
H 1.27775 0.28384 1.46515



No. 9
C3H8N4P4 | ωB97M-V with the def2-TZVPD basis set

Computed properties:
E in eV: -46351.0002
Charge: 0
LUMO in eV: -1.084
Molar mass in g/mol: 224.0
Relative energy (zero: lowest compared OMol25 entry of this formula, charge and spin) in kcal/mol: 0.0
SMILES: Cc1nnnnc1P(#[PH2])[PH]#[PH2]

Atoms and positions in Å:
P 2.82582 1.72239 -1.00370
P -0.02068 0.53197 -0.61985
P 1.49888 1.53382 0.58302
P -1.54850 0.68293 0.90130
N 2.05742 -1.06336 0.41836
N 0.51186 -3.27774 0.27918
N 2.31931 -2.12299 1.01458
N 1.44025 -3.11055 1.20297
C 0.73124 -1.06433 -0.33244
C 0.25551 -2.29927 -0.62881
C -0.43772 -2.68936 -1.86446
H 0.94798 2.82267 0.29648
H -0.78874 -3.71395 -1.87710
H -1.40140 -0.44678 1.81951
H 3.85803 2.22391 -0.09854
H 3.28053 0.44033 -1.18143
H -1.32732 -2.15994 -2.18702
H 0.20487 -2.44228 -2.67616
H -2.68186 0.30794 0.19605



No. 10
C3H8N4S | ωB97M-V with the def2-TZVPD basis set

Computed properties:
E in eV: -20030.8849
Charge: 0
LUMO in eV: 0.200
Molar mass in g/mol: 132.2
Relative energy (zero: lowest compared OMol25 entry of this formula, charge and spin) in kcal/mol: 123.4

Atoms and positions in Å:
S 2.71374 -1.20232 0.38231
N 0.96926 -1.18418 -0.27036
N -0.67543 -2.60025 -1.31868
N 0.04195 2.18170 0.67618
N 0.52023 0.90201 0.66455
C 0.50003 -2.34091 -0.92993
C -1.54258 2.14349 0.54320
C 0.21810 -0.00817 -0.22271
H -1.89669 1.53586 -0.36026
H -1.87848 1.43753 1.57607
H 0.26567 2.82560 1.49603
H -0.74160 -3.31806 -2.04018
H -1.84796 3.34621 0.45391
H 2.15416 -1.38218 1.66441
H -0.54657 0.28655 -0.95985
H 1.74617 -2.62287 -1.35468



No. 11
C3H8N5 | ωB97M-V with the def2-TZVPD basis set

Computed properties:
E in eV: -10679.1800
Charge: +1
LUMO (alpha / beta) in eV: -6.018 / -6.019
Molar mass in g/mol: 114.1
Relative energy (zero: lowest compared OMol25 entry of this formula, charge and spin) in kcal/mol: 122.2
SMILES: CC(C)/N=N/N[N+]#N

Atoms and positions in Å:
N 2.78722 -0.71238 0.11274
N 2.75883 0.67083 0.02163
N 1.51167 -1.23747 0.12860
N 0.58993 -0.45928 0.07070
N 1.80172 1.29969 -0.11931
C -1.09955 0.71052 1.07232
C -1.45442 -0.13758 -1.25994
C -0.79446 -0.46777 0.09602
H -0.76436 1.59710 0.71263
H -1.31661 -1.33336 0.36677
H -0.76187 0.69371 2.11675
H -1.47707 0.89237 -1.49253
H -2.13279 0.76613 1.09606
H -0.78074 -0.55977 -2.13615
H 3.55413 -1.21329 0.56574
H -2.42161 -0.50944 -1.35202



No. 12
C3H8N5O2S | ωB97M-V with the def2-TZVPD basis set

Computed properties:
E in eV: -25613.2062
Charge: +1
LUMO (alpha / beta) in eV: -4.651 / -4.637
Molar mass in g/mol: 178.2
Relative energy (zero: lowest compared OMol25 entry of this formula, charge and spin) in kcal/mol: 0.0

Atoms and positions in Å:
S 2.68541 2.18082 -1.81349
O -2.76128 0.41095 -0.50076
O -3.93787 1.97908 -1.71621
N 0.53286 -0.85712 -1.07849
N -0.66823 -2.52694 0.13312
N 2.65370 0.76552 -1.13845
N 0.15044 -0.54187 1.13647
N 0.58656 1.58657 1.83217
C -3.36486 1.20723 -1.10123
C 0.62706 0.71425 0.86165
C 0.02834 -1.40726 0.07536
H 0.83194 2.52899 1.60024
H 3.00874 0.76946 -0.17315
H 1.36228 -0.20047 -1.07233
H 0.22891 1.40208 2.76141
H -0.87267 -3.11184 -0.63681
H 0.69531 -1.43924 -2.02435
H -1.29269 -2.71697 0.95436
H -0.49396 -0.74326 1.90052